Record 1
96
Properties=species:S:1:pos:R:3:mulliken_charge:R:1 method="wB97M-V/def2-TZVPD" lumo_ev=-1.109 relative_energy_kj_mol=274.9 spin_multiplicity=1 energy_ha=-10626.40135 smiles="O=[N+]([O-])c1ccccc1.O=[N+]([O-])c1ccccc1.O=[N+]([O-])c1ccccc1.O=[N+]([O-])c1ccccc1.O=[N+]([O-])c1ccccc1.O=[N+]([O-])c1ccccc1.C[N+](=O)[O-].BrC(Br)Br" charge=0 gap_ev=8.6
Br -8.764 17.220 9.983 0.0626
Br -5.551 17.578 10.417 -0.0691
Br -6.949 14.829 11.454 0.0103
O -13.999 14.906 8.357 -0.6136
O -3.900 22.226 12.162 -0.6038
O -4.167 17.089 7.296 -0.5735
O -9.158 17.763 14.203 -0.5031
O -5.964 11.813 9.142 -0.5322
O -4.930 17.708 13.703 -0.5407
O -13.962 13.170 7.211 -0.6730
O -3.080 16.986 12.957 -0.5917
O -12.163 17.363 6.474 -0.5208
O -4.106 16.745 5.148 -0.6199
O -11.010 18.916 14.119 -0.5595
O -4.393 10.418 8.379 -0.5704
O -4.538 22.847 10.202 -0.5955
O -10.448 16.622 7.584 -0.3487
N -4.579 16.606 6.242 1.0557
N -13.457 13.943 7.999 1.1309
N -10.405 17.867 14.040 0.9337
N -4.751 22.307 11.277 1.0009
N -11.131 16.662 6.548 0.7293
N -4.048 16.864 13.613 1.0468
N -4.751 11.454 8.949 0.9599
C -6.022 21.670 11.521 0.0278
C -12.441 16.483 13.249 -0.3406
C -4.755 13.158 15.788 -0.5615
C -3.883 13.666 9.838 0.5903
C -1.232 12.634 9.743 -0.5165
C -5.515 15.381 15.063 -0.1665
C -1.499 13.941 10.223 -0.7463
C -6.106 14.956 5.195 -0.3052
C -5.772 15.705 6.328 -0.2820
C -6.204 20.881 12.684 -0.5642
C -7.610 14.711 7.515 0.9185
C -8.244 21.199 10.772 -0.6864
C -3.248 14.572 14.441 -0.4850
C -10.750 15.679 5.505 -0.5030
C -7.184 16.847 11.193 -0.3308
C -5.800 14.100 15.646 -0.5076
C -7.433 20.181 12.794 -0.2868
C -7.186 14.056 5.208 -0.9273
C -2.306 11.857 9.330 -0.4265
C -7.063 21.852 10.623 -0.3291
C -10.397 15.376 13.978 0.1027
C -10.935 14.137 13.767 -0.8486
C -13.022 15.235 13.093 -0.7620
C -11.116 16.582 13.714 -0.0886
C -9.831 12.789 9.838 -0.6153
C -6.525 15.563 7.499 0.6535
C -8.009 13.992 6.335 -1.0178
C -11.608 14.415 9.485 0.0901
C -12.233 14.112 13.261 -0.1661
C -4.224 15.598 14.456 0.1096
C -10.413 14.008 10.075 0.0021
C -10.388 11.910 8.950 -0.5022
C -12.211 13.509 8.585 -0.5580
C -2.800 14.404 10.249 -0.5611
C -3.522 13.460 15.208 -0.4038
C -8.432 20.314 11.838 -0.2514
C -3.657 12.338 9.346 -0.1868
C -11.573 12.262 8.300 -0.5401
H -9.919 10.959 8.744 0.4737
H -9.026 21.285 10.033 0.4240
H -6.805 13.926 16.001 0.4286
H -9.892 16.003 4.916 0.3017
H -13.062 17.335 13.016 0.4706
H -6.934 22.510 9.775 0.4444
H -4.711 12.208 16.301 0.3958
H -10.510 14.799 6.102 -0.0080
H -9.224 19.583 11.912 0.4877
H -11.587 15.465 4.840 0.3318
H -4.872 14.098 9.791 0.2245
H -8.870 12.519 10.249 0.3732
H -10.391 13.220 13.942 0.4436
H -14.026 15.063 12.733 0.4295
H -9.967 14.674 10.799 0.2923
H -8.904 13.394 6.420 0.6890
H -7.608 19.602 13.689 0.4712
H -2.791 12.674 15.334 0.3449
H -2.916 15.433 10.557 0.4312
H -6.334 16.046 14.831 0.5215
H -5.601 15.032 4.243 0.4513
H -11.947 15.438 9.557 0.6323
H -6.318 16.116 8.404 -0.2933
H -12.723 13.166 13.088 0.3655
H -11.994 11.535 7.622 0.5140
H -2.081 10.915 8.851 0.4364
H -2.401 14.608 13.772 0.4153
H -0.216 12.279 9.657 0.4095
H -7.272 13.512 4.279 0.4279
H -9.367 15.350 14.304 0.4989
H -7.291 17.363 12.148 0.4130
H -5.374 20.706 13.352 0.4499
H -0.600 14.524 10.359 0.4609
H -8.317 14.593 8.323 -0.1956

=====

Record 2
83
Properties=species:S:1:pos:R:3:mulliken_charge:R:1 method="wB97M-V/def2-TZVPD" lumo_ev="2.338 / 2.322" relative_energy_kj_mol=283.5 s2=8.9606 spin_multiplicity=6 energy_ha=-3578.08962 charge=-1 gap_ev="4.4 / 4.7"
Mn -0.151 -0.260 0.587 0.2210
Si -3.250 -0.805 0.793 -0.1569
F -1.895 -5.946 -7.201 -0.2598
F -0.686 -4.736 -8.522 -0.2656
F 0.267 -6.135 -7.165 -0.2899
O 0.705 -2.279 -0.088 0.6697
O -0.368 0.530 -1.501 -0.1409
N -1.741 -1.619 0.776 1.0181
N 0.186 1.728 0.675 1.1538
N 0.807 -0.059 2.413 0.2342
N -0.219 2.521 -0.299 -0.9560
C -2.096 -5.303 0.480 -0.9320
C -0.737 -5.242 -7.265 0.8478
C -0.609 -2.174 -4.283 0.2656
C -2.862 4.247 -4.236 -0.4893
C -2.630 4.696 -2.937 -0.5519
C -0.670 -4.181 -6.230 0.4134
C -3.893 -0.450 -0.959 -0.7467
C -0.193 -3.341 0.119 0.6245
C -2.302 3.043 -4.634 -0.7544
C 0.931 1.277 2.820 0.2787
C 0.324 -3.222 -4.266 -0.4045
C 2.827 -3.314 0.488 -0.2535
C -1.543 2.280 -3.762 -0.1919
C -1.583 -2.165 -5.294 -0.4961
C -1.610 -3.153 -6.252 -1.0332
C -1.331 2.698 -2.430 1.0758
C -2.412 -3.980 0.734 -0.4531
C -0.570 -1.163 -3.293 0.8172
C 1.534 0.549 5.048 -0.2121
C 1.014 -1.025 3.323 -0.1812
C -4.691 -1.636 1.717 -1.3418
C -1.481 -2.937 0.559 -0.0706
C -0.837 -5.652 0.018 -0.9279
C 1.369 -0.796 4.628 -1.1180
C 1.316 1.562 4.160 -1.2027
C 3.988 -1.877 -1.584 -0.9365
C -0.599 1.968 -1.431 -0.6112
C 2.632 -1.752 -1.334 -0.0499
C 0.111 -4.654 -0.173 -0.7577
C 4.183 -3.427 0.230 -0.7126
C 0.730 3.726 2.095 -1.6789
C -0.478 -0.212 -2.557 -0.9190
C -2.940 0.874 1.632 -0.8616
C -1.884 3.947 -2.053 -0.8260
C 0.621 2.246 1.865 0.7657
C 2.045 -2.491 -0.313 0.2526
C 4.771 -2.724 -0.812 -0.6011
C 0.292 -4.211 -5.226 -0.7564
H -1.099 1.367 -4.125 0.5123
H 4.791 -4.060 0.864 0.3889
H 1.832 0.761 6.068 0.3964
H 0.882 -2.043 2.964 0.3491
H 1.015 -5.015 -5.207 0.4425
H -2.363 -3.144 -7.031 0.3541
H 4.435 -1.306 -2.388 0.4531
H 1.068 -3.244 -3.481 0.4690
H 0.437 4.239 1.181 0.4103
H -3.245 0.265 -1.474 0.0691
H -4.896 -0.017 -0.926 0.4249
H -1.717 4.291 -1.043 0.3339
H -3.831 1.234 2.152 0.4664
H -5.181 -2.384 1.087 0.3495
H -3.403 -3.715 1.078 0.2267
H 1.755 4.013 2.348 0.2998
H -2.848 -6.069 0.634 0.3872
H -2.133 0.806 2.367 0.1771
H -0.589 -6.682 -0.200 0.4077
H 1.521 -1.624 5.306 0.3953
H 2.374 -3.848 1.312 0.4764
H -5.438 -0.886 1.985 0.3762
H 1.083 -4.912 -0.570 0.4470
H 0.079 4.064 2.907 0.2930
H -2.664 1.638 0.900 0.1475
H -2.312 -1.366 -5.307 0.5599
H 2.009 -1.088 -1.920 0.4036
H -4.362 -2.126 2.636 0.3477
H 1.423 2.594 4.470 0.3428
H 5.827 -2.828 -1.021 0.4138
H -3.055 5.638 -2.610 0.3622
H -3.468 4.828 -4.921 0.3651
H -3.934 -1.358 -1.567 0.2722
H -2.448 2.692 -5.650 0.3818

=====

Record 3
85
Properties=species:S:1:pos:R:3:mulliken_charge:R:1 method="wB97M-V/def2-TZVPD" lumo_ev="-1.218 / -0.906" spin_multiplicity=1 energy_ha=-2156.37721 charge=0 gap_ev="4.7 / 5.2"
Sr -0.884 -0.228 -0.313 2.5124
N 1.504 -0.159 -0.140 -0.0844
N -2.196 -2.919 -1.658 -0.5997
N -0.680 -1.762 1.962 0.1194
N -2.332 1.706 -2.287 -0.4657
N 1.913 2.204 -0.471 -0.5347
N -2.808 -0.613 -1.907 -0.4763
N -2.831 0.958 0.865 -0.1455
N -1.282 0.831 3.315 1.2018
N 1.971 -2.485 0.358 -0.4671
N -0.160 1.624 -1.496 0.2396
N -0.074 -2.394 -0.891 0.1415
N -0.544 3.174 1.731 -0.1791
C -2.217 0.409 -2.581 -0.8610
C 0.803 -4.480 -0.476 0.2232
C 4.133 -1.150 2.207 -0.2768
C 3.237 0.784 1.037 0.3890
C 1.134 -6.831 -0.487 -0.6128
C 0.991 -3.027 -0.330 -0.6666
C -0.849 3.310 3.148 -0.9616
C 1.334 4.917 -2.042 -0.0700
C -2.179 -1.740 -2.299 -0.5615
C 3.239 -0.599 1.298 0.4341
C -1.212 -1.685 3.325 -1.0872
C 2.153 1.014 0.090 -0.4411
C -0.567 0.505 -4.620 -0.4219
C 5.024 -0.303 2.843 -0.6609
C -2.732 0.973 3.350 -1.2134
C 5.030 1.071 2.576 -0.6572
C 0.767 5.954 -2.769 -0.6262
C 1.618 -5.562 -0.196 -0.0300
C 2.168 -1.162 0.485 -0.7980
C 4.139 1.627 1.673 -0.2041
C 0.146 -0.318 -5.476 -0.7872
C -1.289 -0.099 -3.600 1.6227
C -0.620 1.999 3.895 -0.9293
C 0.881 2.459 -1.248 -0.8763
C -3.466 0.482 2.099 -0.7782
C -1.288 -1.483 -3.438 1.4386
C -0.507 5.842 -3.328 -0.6083
C 0.130 -1.709 -5.323 -0.7966
C 0.599 3.754 -1.880 0.2282
C -0.474 -4.664 -1.034 0.3145
C -0.591 -2.311 -4.306 -0.4125
C -1.146 2.300 -2.122 -0.6753
C -0.132 -7.013 -1.042 -0.5661
C -1.258 4.689 -3.154 -0.6029
C -0.701 3.658 -2.415 0.5024
C -0.952 -5.930 -1.327 -0.5506
C -0.818 -0.373 3.992 -1.2425
C -0.996 -3.316 -1.268 -0.3296
H 1.751 -7.699 -0.291 0.4017
H -3.158 0.461 4.227 0.2188
H 2.328 5.008 -1.623 0.5466
H 0.725 0.116 -6.279 0.4108
H 0.691 -2.321 -6.017 0.3892
H 4.121 -2.213 2.415 0.5294
H -0.617 -3.388 -4.197 0.5065
H 1.328 6.869 -2.918 0.4124
H -1.182 -0.403 5.034 0.3636
H -0.476 -8.016 -1.260 0.4039
H -2.967 2.033 3.464 0.3825
H 5.743 1.707 3.085 0.4070
H 5.733 -0.706 3.555 0.4060
H -2.610 1.949 0.945 0.0450
H -0.877 -2.677 1.569 0.1620
H -0.561 1.582 -4.740 0.4813
H -0.564 4.077 1.271 0.2320
H -0.233 4.064 3.657 0.4915
H -0.827 -2.490 3.961 0.5601
H 0.334 -1.697 2.011 -0.0857
H 2.601 -5.413 0.230 0.5539
H -3.487 -0.608 2.063 0.3339
H 0.456 1.802 3.898 0.4517
H 0.275 -0.338 4.029 0.5903
H 0.398 2.817 1.616 -0.1060
H -0.931 2.149 4.942 0.2646
H 4.135 2.690 1.465 0.5242
H -1.886 3.642 3.245 0.4713
H -0.905 6.662 -3.913 0.4272
H -2.296 -1.793 3.291 0.3831
H -2.250 4.586 -3.577 0.5411
H -1.932 -6.067 -1.766 0.5351
H -4.503 0.825 2.198 0.4496
H -3.483 0.860 0.090 0.2059